{
  "formula": "C4H7NO2",
  "method": "wB97M-V/def2-TZVPD",
  "symbols": ["C", "C", "C", "O", "C", "O", "N", "H", "H", "H", "H", "H", "H", "H"],
  "positions_angstrom": [[-1.057982, -1.080571, 1.033722], [-0.352175, -0.494789, -0.144838], [-0.825827, 1.556917, 0.049732], [-1.249755, 0.706530, -0.817609], [1.151870, -0.306860, 0.095486], [1.696549, -0.855180, 1.020349], [1.853641, 0.370266, -0.821115], [-0.937986, -0.457447, 1.919699], [-2.115842, -1.194982, 0.797168], [-0.616384, -2.062001, 1.236104], [-0.492511, -1.053204, -1.061171], [-0.528944, 2.416704, -0.598865], [1.351323, 0.899421, -1.499001], [2.812308, 0.628023, -0.654471]],
  "forces_ev_per_angstrom": [[-0.194, -0.074, 0.085], [-1.796, -0.458, -1.211], [0.671, 2.139, 0.385], [1.763, -2.376, 0.892], [0.171, 0.330, 0.286], [-0.294, -0.441, 0.559], [-0.112, 0.672, -0.856], [0.005, -0.043, -0.148], [0.065, -0.049, 0.066], [-0.104, 0.172, -0.025], [0.399, -0.904, -0.019], [-0.406, 0.930, 0.251], [-0.105, 0.313, -0.455], [-0.061, -0.209, 0.191]],
  "e_above_lowest_ev": 4.906,
  "orbital_gap_ev": 8.7340,
  "lumo_ev": 0.51,
  "molar_mass_g_mol": 101.10,
  "energy_ev": -9842.3736,
  "max_force_ev_per_a": 3.09
}